Below is 3 unconnected molecules or ions with the total composition C17H41ClFN7O6P2 at a distorted geometry, with properties calculated with ωB97M-V/def2-TZVPD.

```
75
Properties=species:S:1:pos:R:3:mulliken_charge:R:1
C 2.14 -3.59 -5.16 -0.906
N 1.22 -3.32 -4.06 0.230
C 1.82 -3.73 -2.79 -1.093
P -0.44 -3.67 -4.13 -0.093
O -1.05 -2.84 -3.08 -0.460
N -1.14 -2.96 -5.56 0.282
C -0.32 -2.41 -6.64 -1.178
C -2.18 -1.96 -5.26 -1.094
N -0.38 -5.29 -4.69 0.177
C -0.69 -5.65 -6.07 -0.903
C -1.17 -6.15 -3.77 -1.066
H 2.36 -4.66 -5.28 0.306
H 3.08 -3.08 -4.95 0.379
H 1.78 -3.20 -6.10 0.270
H 1.84 -4.83 -2.68 0.338
H 1.25 -3.31 -1.96 0.238
H 2.84 -3.36 -2.72 0.387
H 0.45 -1.71 -6.29 0.420
H -0.97 -1.86 -7.33 0.405
H 0.14 -3.18 -7.27 0.237
H -1.75 -1.01 -4.94 0.361
H -2.85 -2.31 -4.48 0.303
H -2.77 -1.79 -6.16 0.394
H -1.65 -5.27 -6.42 0.320
H -0.70 -6.74 -6.13 0.418
H 0.11 -5.33 -6.74 0.219
H -2.24 -5.91 -3.79 0.344
H -0.81 -6.02 -2.75 0.324
H -1.04 -7.20 -4.03 0.400
C 3.68 2.78 4.35 -0.918
N 2.98 2.12 5.44 0.118
C 3.32 0.70 5.46 -1.098
P 1.34 2.39 5.79 0.287
O 1.16 1.93 7.18 -0.777
N 1.03 4.10 5.96 0.220
C 2.01 5.11 5.56 -1.183
C 0.55 4.47 7.29 -1.077
N 0.67 2.21 4.23 0.367
C 0.23 3.32 3.40 -0.721
C -0.42 1.21 4.30 -0.866
H 3.39 2.40 3.36 0.286
H 4.75 2.60 4.47 0.385
H 3.54 3.85 4.36 0.281
H 2.84 0.14 4.64 0.333
H 3.00 0.25 6.40 0.313
H 4.40 0.56 5.39 0.359
H 3.01 4.93 5.97 0.402
H 1.68 6.09 5.93 0.418
H 2.07 5.25 4.48 0.236
H 1.36 4.50 8.03 0.339
H -0.21 3.78 7.65 0.360
H 0.10 5.47 7.24 0.354
H -0.48 3.98 3.89 0.338
H -0.26 2.91 2.51 0.248
H 1.07 3.89 3.01 0.146
H -1.26 1.55 4.91 0.346
H -0.05 0.27 4.73 0.401
H -0.80 0.97 3.30 0.114
O -0.61 4.16 -0.17 -0.434
C -1.74 4.30 0.16 0.641
F -2.06 4.80 1.36 -0.235
C -2.92 3.91 -0.72 -0.382
O -2.70 2.62 -1.27 -0.353
C -3.25 1.62 -0.56 0.400
O -3.62 1.74 0.56 -0.559
N -3.35 0.44 -1.35 -0.241
C -2.49 -0.70 -0.92 0.086
C -1.33 -0.29 -0.03 0.567
O -1.41 -0.23 1.14 -0.456
Cl 0.17 0.09 -0.85 -0.187
H -3.88 4.00 -0.21 0.360
H -2.92 4.61 -1.55 0.320
H -4.32 0.15 -1.33 0.329
H -2.08 -1.16 -1.82 -0.099
H -3.06 -1.48 -0.41 0.274
```

The calculation puts the gap between HOMO and LUMO at 8.65 eV. The value obtained for the strongest force on any atom is 5.28 eV/Å. As for the HOMO energy: -8.287 eV. The LUMO energy is 0.363 eV. As for the SMILES: CN(C)P(=O)(N(C)C)N(C)C.CN(C)P(=O)(N(C)C)N(C)C.O=C(F)COC(=O)NCC(=O)Cl. The calculation puts the total energy at -74826.98793 eV.